Arrangement one

{
  "formula": "C4H11NO",
  "method": "the ωB97M-V functional and the def2-TZVPD basis",
  "gap_ev": [3.27, 6.62],
  "spin_multiplicity": 2,
  "s2": 0.7533,
  "charge": -1,
  "species": ["C", "N", "C", "C", "C", "H", "H", "H", "H", "H", "H", "H", "H", "H", "H", "H", "O"],
  "coordinates": [[1.560, 2.138, -0.514], [0.820, 0.881, -0.252], [-0.248, 0.973, 0.800], [-0.203, -1.422, 1.672], [-0.871, -0.382, 1.045], [1.236, 2.865, 0.237], [2.638, 2.024, -0.333], [1.351, 2.505, -1.522], [0.422, 0.595, -1.122], [-1.079, 1.485, 0.274], [0.040, 1.561, 1.668], [-0.313, -2.447, 1.327], [0.451, -1.187, 2.517], [-1.816, -0.572, 0.536], [-1.874, -2.655, -2.518], [-1.059, -3.238, -1.428], [-1.054, -3.124, -2.386]]
}

***

Arrangement two

{
  "formula": "C4H11NO",
  "method": "the ωB97M-V functional and the def2-TZVPD basis",
  "gap_ev": [3.21, 6.96],
  "spin_multiplicity": 2,
  "s2": 0.7547,
  "charge": -1,
  "species": ["C", "C", "N", "H", "H", "H", "H", "H", "H", "C", "O", "C", "H", "H", "H", "H", "H"],
  "coordinates": [[0.883, -1.311, 0.894], [0.481, -2.302, 1.779], [1.390, -0.080, 1.601], [0.518, -0.520, -0.195], [0.285, -3.326, 1.501], [0.249, -2.053, 2.829], [1.176, -0.121, 2.609], [2.409, -0.005, 1.526], [0.960, 0.729, 1.127], [-0.752, 1.282, -1.030], [0.428, 0.555, -0.886], [-1.350, 1.023, -2.401], [-0.573, 2.351, -0.844], [-1.538, 0.997, -0.302], [-2.279, 1.596, -2.535], [-1.660, -0.024, -2.475], [-0.628, 1.209, -3.197]]
}

***

Arrangement three

{
  "formula": "C4H11NO",
  "method": "the ωB97M-V functional and the def2-TZVPD basis",
  "gap_ev": [1.88, 9.12],
  "spin_multiplicity": 2,
  "s2": 0.7502,
  "charge": -1,
  "species": ["C", "C", "C", "N", "C", "H", "H", "H", "H", "H", "H", "H", "H", "H", "H", "H", "O"],
  "coordinates": [[0.359, 0.364, -1.895], [1.041, 0.216, -0.585], [2.268, -0.336, -0.551], [3.089, -0.819, -1.639], [0.390, 0.669, 0.634], [0.862, -0.005, -2.792], [-0.662, -0.039, -1.866], [0.116, 1.396, -2.195], [2.739, -0.465, 0.415], [2.877, -0.378, -2.520], [2.936, -1.816, -1.575], [-0.564, 0.289, 1.045], [0.998, 0.526, 1.537], [0.050, 1.710, 0.476], [-5.700, -0.434, 3.073], [-5.657, -0.264, 4.587], [-5.143, -0.615, 3.853]]
}

***

It is arrangement two that is the least stable of them.

***

Arrangement one

{
  "formula": "C4H10N",
  "method": "the ωB97M-V functional and the def2-TZVPD basis",
  "gap_ev": 12.49,
  "spin_multiplicity": 1,
  "charge": 1,
  "smiles": "C1CC[NH2+]C1",
  "species": ["C", "C", "C", "N", "C", "H", "H", "H", "H", "H", "H", "H", "H", "H", "H"],
  "coordinates": [[1.003, 0.795, 0.039], [0.564, -0.113, -1.176], [-0.495, -1.012, -0.583], [-1.079, -0.203, 0.555], [0.118, 0.391, 1.213], [0.666, 1.795, -0.245], [2.030, 0.998, 0.320], [1.466, -0.419, -1.691], [0.034, 0.573, -1.844], [-0.163, -2.000, -0.243], [-1.264, -1.337, -1.291], [-1.635, -0.828, 1.137], [-1.680, 0.489, 0.106], [0.577, -0.359, 1.855], [-0.141, 1.229, 1.848]]
}

***

Arrangement two

{
  "formula": "C4H10N",
  "method": "the ωB97M-V functional and the def2-TZVPD basis",
  "gap_ev": 7.49,
  "spin_multiplicity": 1,
  "charge": 1,
  "species": ["C", "N", "H", "H", "H", "H", "C", "C", "C", "H", "H", "H", "H", "H", "H"],
  "coordinates": [[-1.927, 1.059, 0.523], [-2.520, 0.154, -0.146], [-2.412, 1.739, 1.213], [-0.846, 1.121, 0.467], [-2.008, -0.683, -0.430], [-3.536, 0.111, -0.123], [2.026, 0.194, 0.590], [1.213, -0.111, -0.625], [0.818, -1.351, -0.898], [2.903, 0.793, 0.336], [2.465, -0.719, 0.990], [1.483, 0.736, 1.372], [0.905, 0.724, -1.249], [0.462, -1.654, -1.874], [0.974, -2.113, -0.145]]
}

***

Arrangement three

{
  "formula": "C4H10N",
  "method": "the ωB97M-V functional and the def2-TZVPD basis",
  "gap_ev": 4.62,
  "spin_multiplicity": 1,
  "charge": 1,
  "species": ["C", "C", "C", "C", "N", "H", "H", "H", "H", "H", "H", "H", "H", "H", "H"],
  "coordinates": [[0.911, -1.414, -1.757], [-0.226, -0.520, -2.319], [-0.509, 0.547, -1.327], [-0.059, 0.404, -0.123], [-0.078, 1.222, 4.064], [0.838, -1.192, -0.643], [0.785, -2.472, -1.962], [1.870, -1.023, -2.064], [0.013, -0.045, -3.271], [-1.149, -1.075, -2.482], [-0.962, 1.485, -1.664], [-0.493, 0.753, 0.822], [-0.826, 0.875, 3.487], [0.336, 0.486, 4.610], [-0.451, 1.970, 4.629]]
}

***

Arrangement four

{
  "formula": "C4H10N",
  "method": "the ωB97M-V functional and the def2-TZVPD basis",
  "gap_ev": 6.85,
  "spin_multiplicity": 1,
  "charge": 1,
  "species": ["C", "N", "C", "C", "C", "H", "H", "H", "H", "H", "H", "H", "H", "H", "H"],
  "coordinates": [[-0.800, 1.206, 0.563], [-0.535, 0.883, -0.808], [-1.521, -0.073, -1.285], [-2.649, -0.057, -0.243], [-1.811, 0.134, 1.064], [-1.238, 2.235, 0.643], [0.135, 1.235, 1.173], [10.995, -2.386, -0.271], [10.725, -1.866, 0.179], [-1.866, 0.197, -2.336], [-1.160, -1.111, -1.404], [-3.294, -0.895, -0.209], [-3.246, 0.840, -0.359], [-2.401, 0.435, 2.037], [-1.334, -0.777, 1.257]]
}

***

It is arrangement three that is the least stable of them.

***

Arrangement one

{
  "formula": "C4H10N",
  "method": "the ωB97M-V functional and the def2-TZVPD basis",
  "gap_ev": 5.21,
  "spin_multiplicity": 1,
  "charge": 1,
  "species": ["C", "C", "H", "H", "H", "H", "C", "C", "N", "H", "H", "H", "H", "H", "H"],
  "coordinates": [[-0.800, -1.892, 0.100], [-0.917, -0.504, -0.036], [-1.708, -2.477, 0.268], [0.126, -2.471, 0.108], [-1.903, -0.205, 0.439], [-1.361, -0.379, -1.117], [0.289, 0.381, 0.407], [1.483, -0.259, -0.084], [0.156, 1.800, -0.161], [0.220, 0.492, 1.508], [2.131, -0.849, 0.551], [1.880, 0.003, -1.059], [-0.559, 2.296, 0.379], [1.083, 2.242, -0.155], [-0.120, 1.821, -1.149]]
}

***

Arrangement two

{
  "formula": "C4H10N",
  "method": "the ωB97M-V functional and the def2-TZVPD basis",
  "gap_ev": 7.89,
  "spin_multiplicity": 1,
  "charge": 1,
  "species": ["C", "C", "H", "H", "H", "H", "C", "C", "N", "H", "H", "H", "H", "H", "H"],
  "coordinates": [[-2.155, -1.751, -0.127], [-2.672, -0.845, 0.683], [-2.530, -2.765, -0.133], [-1.373, -1.550, -0.850], [-3.432, -1.088, 1.418], [-2.380, 0.193, 0.800], [1.305, 1.890, -0.446], [1.667, -0.420, 0.064], [2.141, 0.758, -0.048], [1.893, 2.547, -1.091], [0.472, 1.523, -1.033], [1.015, 2.502, 0.404], [0.672, -0.642, -0.303], [2.287, -1.237, 0.414], [3.091, 0.886, 0.250]]
}

***

Arrangement three

{
  "formula": "C4H10N",
  "method": "the ωB97M-V functional and the def2-TZVPD basis",
  "gap_ev": 7.32,
  "spin_multiplicity": 1,
  "charge": 1,
  "species": ["C", "N", "H", "H", "H", "H", "C", "C", "C", "H", "H", "H", "H", "H", "H"],
  "coordinates": [[1.917, -1.988, 0.697], [2.110, -1.011, -0.106], [2.485, -2.071, 1.624], [1.304, -2.808, 0.331], [1.332, -0.641, -0.668], [2.968, -0.470, -0.041], [-1.458, 2.114, -0.301], [-1.344, 0.652, -0.620], [-1.033, -0.309, 0.251], [-0.732, 2.667, -0.904], [-2.410, 2.468, -0.702], [-1.317, 2.310, 0.754], [-1.834, 0.346, -1.540], [-1.326, -1.330, 0.027], [-0.662, 0.070, 1.197]]
}

***

Arrangement four

{
  "formula": "C4H10N",
  "method": "the ωB97M-V functional and the def2-TZVPD basis",
  "gap_ev": 10.98,
  "spin_multiplicity": 1,
  "charge": 1,
  "smiles": "CC/C=C/[NH3+]",
  "species": ["C", "C", "C", "C", "N", "H", "H", "H", "H", "H", "H", "H", "H", "H", "H"],
  "coordinates": [[0.730, 1.778, 0.780], [1.384, 0.447, 0.444], [0.512, -0.587, -0.210], [-0.805, -0.480, -0.231], [-1.631, -1.521, -0.906], [0.323, 2.203, -0.131], [0.014, 1.730, 1.596], [1.539, 2.456, 1.059], [2.262, 0.564, -0.193], [1.860, -0.061, 1.293], [0.980, -1.256, -0.926], [-1.389, 0.116, 0.453], [-1.397, -2.470, -0.609], [-1.796, -1.432, -1.910], [-2.586, -1.486, -0.509]]
}

***

It is arrangement one that is the least stable of them.

***

Arrangement one

{
  "formula": "C2H5NS",
  "method": "the ωB97M-V functional and the def2-TZVPD basis",
  "gap_ev": [7.48, 7.46],
  "spin_multiplicity": 1,
  "charge": 0,
  "species": ["C", "C", "N", "S", "H", "H", "H", "H", "H"],
  "coordinates": [[-0.831, 0.172, -0.279], [0.567, 0.704, -0.485], [0.208, -0.339, 0.551], [0.769, -2.633, 0.973], [-1.592, 0.719, 0.224], [-1.328, -0.446, -0.938], [1.057, 0.173, -1.244], [1.057, 1.741, -0.305], [0.093, -0.091, 1.504]]
}

***

Arrangement two

{
  "formula": "C2H5NS",
  "method": "the ωB97M-V functional and the def2-TZVPD basis",
  "gap_ev": 7.68,
  "spin_multiplicity": 1,
  "charge": 0,
  "species": ["C", "C", "N", "S", "H", "H", "H", "H", "H"],
  "coordinates": [[-0.812, -0.369, 0.035], [-0.100, 0.962, -0.138], [0.959, -1.218, -0.146], [1.611, 0.339, 0.034], [-1.249, -0.405, 1.069], [-1.078, -0.716, -0.936], [-0.137, 1.440, -1.174], [-0.442, 1.847, 0.591], [1.247, -1.879, 0.665]]
}

***

It is arrangement one that is the least stable of them.